Below is a structure of composition C5H5N in a non-equilibrium geometry, with properties calculated with wB97M-V/def2-TZVPD.

Results
highest occupied orbital energy = -8.93 eV
energy = -248.12650 a.u.
frontier orbital gap = 0.348 Ha
LUMO level = 0.5 eV

Geometry as ORCA input:
```
! wB97M-V def2-TZVPD RIJCOSX def2/J DEFGRID3
* xyz 0 1
C -1.871 -0.021 -0.091
C 0.702 -1.208 -0.265
C 0.505 1.218 -0.186
C 0.750 -0.084 0.655
C -0.544 0.251 -0.182
N -2.975 -0.353 0.003
H 1.333 -1.268 -1.180
H 0.050 -2.022 0.022
H 0.255 2.161 0.504
H 1.204 1.414 -1.048
H 0.592 -0.088 1.766
*
```


Below is the molecule C5H5N in a non-equilibrium geometry, with properties calculated with wB97M-V/def2-TZVPD.

Results
highest occupied orbital energy = -8.45 eV
energy = -248.08232 a.u.
frontier orbital gap = 0.343 Ha
LUMO level = 0.9 eV

Geometry as ORCA input:
```
! wB97M-V def2-TZVPD RIJCOSX def2/J DEFGRID3
* xyz 0 1
C -0.936 1.409 -0.040
C -2.028 0.690 0.143
N -3.084 -0.259 -0.079
C -1.849 -0.732 0.018
C -0.426 -1.147 0.082
C 0.173 0.319 -0.086
H -0.799 2.506 0.087
H -0.237 -1.626 1.024
H -0.135 -1.761 -0.754
H 0.646 0.338 -1.117
H 0.876 0.518 0.688
*
```